(1)
The following is a DFT calculation (ωB97M-V/def2-TZVPD) of C16H14N2O5S in the gas phase in a non-equilibrium geometry.

For the frontier orbital gap, the calculation gives 8.243 eV. The calculation puts the energy above the lowest of the compared OMol25 structures with the same formula, charge and spin at 0.908 eV. Its multiplicity is 1.

Positions of all 38 atoms, in Å:
C 4.11524 -0.94915 -1.27893
O 3.10521 -0.04836 -0.84323
C 1.88020 -0.27542 -1.34128
O 1.66572 -1.17861 -2.11613
C 0.81898 0.64469 -0.88376
C 0.97721 1.77653 -0.16765
C 2.27247 2.32474 0.32772
N -0.16382 2.58830 0.04043
C -0.29982 3.63725 0.91250
O 0.42193 3.90328 1.84142
C -1.53845 4.45503 0.59721
S -2.37920 3.69762 -0.81712
C -1.26414 2.35315 -0.81417
N -1.46058 1.32596 -1.49918
C -0.55610 0.21825 -1.36958
C -1.11114 -0.82907 -0.41818
C -1.67613 -0.46257 0.79272
C -2.15566 -1.40656 1.69768
C -2.03653 -2.72706 1.34369
C -1.46061 -3.10346 0.12846
C -0.99490 -2.17701 -0.76974
O -1.46352 -4.46920 0.03078
C -2.06265 -4.94228 1.21724
O -2.41519 -3.84654 2.03506
H 3.86241 -1.97118 -0.99041
H 4.21648 -0.90724 -2.36506
H 5.03395 -0.62870 -0.79462
H 2.95185 1.51893 0.57598
H 2.11773 2.94662 1.20354
H 2.73281 2.93446 -0.45061
H -1.24614 5.47907 0.36097
H -2.20325 4.47916 1.46196
H -0.46017 -0.23795 -2.36036
H -1.76399 0.58109 1.05182
H -2.59966 -1.11596 2.63462
H -0.54147 -2.47475 -1.69955
H -2.96605 -5.52256 0.96926
H -1.35301 -5.59048 1.75647

Results of the Löwdin charge analysis, in e, for atoms 1 through 8:
1. C -0.04
2. O -0.06
3. C -0.43
4. O 0.11
5. C -0.01
6. C -0.13
7. C 0.01
8. N 0.06

=====

(2)
The following is a DFT calculation (ωB97M-V/def2-TZVPD) of 2 unconnected molecules or ions with the total composition C5H10O in a non-equilibrium geometry.

For the frontier orbital gap, the calculation gives 10.330 eV. The calculation puts the energy above the lowest of the compared OMol25 structures with the same formula, charge and spin at 1.727 eV. Its multiplicity is 1.

Positions of all 16 atoms, in Å:
C -1.66201 -1.12262 -0.60541
C -0.21796 -0.74013 -0.52072
C 0.26633 0.47028 -0.80374
C 1.68856 0.83742 -0.69985
H -1.82534 -1.86721 -1.39300
H -2.00826 -1.57561 0.33223
H -2.29752 -0.25671 -0.81945
H 0.49014 -1.54711 -0.32149
H -0.41806 1.28210 -1.06249
H 1.86126 1.17856 -1.74571
H 1.91693 1.68153 -0.03791
H 2.37728 0.01121 -0.51534
C -0.02781 0.40658 2.00813
O 1.01542 0.96831 2.24670
H -0.15586 -0.68048 2.17937
H -0.95213 0.95498 1.73680

Results of the Löwdin charge analysis, in e, for atoms 1 through 8:
1. C -0.11
2. C -0.23
3. C -0.22
4. C -0.12
5. H 0.07
6. H 0.07
7. H 0.08
8. H 0.12

=====

- What is the formula in the first record?
  C16H14N2O5S

=====

- Which value of multiplicity does entry 1 give?
  1

=====

- Which value of energy above the lowest of the compared OMol25 structures with the same formula, charge and spin does entry 2 give?
  1.727 eV

=====

- Among the records above, which one has the highest frontier orbital gap?
  C5H10O